(1)
# C33H45BBr2CuN2O4

A structure of composition C33H45BBr2CuN2O4 in a non-equilibrium geometry (ωB97M-V with the def2-TZVPD basis set, the Open Molecules 2025 dataset).

Each line ends with the Löwdin spin population.
Positions of all 88 atoms, in Å:
Cu1 -0.50235 -1.69951 -0.07815  0.510
C1 -2.50356 1.01181 7.01679  0.001
C2 -1.48610 -0.09666 6.72027  0.001
C3 -0.14910 0.25495 7.39070  0.001
C4 -2.00835 -1.40001 7.33127  0.000
C5 -1.24841 -0.22128 5.22229  0.009
C6 -1.46233 -1.39565 4.51669  -0.001
C7 -1.06851 -1.47270 3.20000  0.010
Br1 -1.30176 -3.16862 2.31960  0.009
C8 -0.44572 -0.43929 2.47088  0.002
O1 0.09803 -0.64223 1.31154  0.072
C9 -0.38742 0.80945 3.15671  0.008
C10 -0.74158 0.85408 4.49495  -0.002
C11 0.10155 2.10828 2.51713  0.001
C12 -0.93630 3.21530 2.76810  0.000
C13 0.31446 2.03339 1.00383  0.000
C14 1.43767 2.51516 3.15440  0.000
H1 -2.64962 1.09982 8.09105  0.000
H2 -3.46162 0.78282 6.55745  0.000
H3 -2.16725 1.97310 6.63946  0.000
H4 -0.26821 0.30181 8.47084  0.000
H5 0.21960 1.21799 7.04828  0.000
H6 0.60223 -0.49677 7.16125  0.000
H7 -2.09333 -1.29143 8.41025  0.000
H8 -1.33006 -2.22556 7.13140  0.000
H9 -2.99331 -1.64122 6.93852  0.000
H10 -1.91241 -2.26322 4.96778  0.000
H11 -0.61099 1.79198 5.01167  0.000
H12 -1.90883 2.92237 2.38039  0.000
H13 -0.62489 4.12514 2.26030  0.000
H14 -1.04485 3.44479 3.82374  0.000
H15 -0.59378 1.72005 0.49621  0.001
H16 1.10234 1.33119 0.75215  0.000
H17 0.59409 3.01809 0.62892  0.000
H18 1.35186 2.62444 4.23207  0.000
H19 1.76672 3.46499 2.73811  0.000
H20 2.19603 1.76436 2.94708  0.000
Br2 -3.11387 -2.64651 -2.68209  0.008
C15 -1.56777 -2.77903 -3.76213  0.003
C16 -1.52067 -3.75082 -4.75385  0.000
C17 -0.38186 -3.79840 -5.53992  0.000
C18 0.65760 -2.91230 -5.27689  0.000
C19 0.50160 -1.99642 -4.24899  0.002
N1 -0.60344 -1.92095 -3.52542  0.023
H21 -2.35361 -4.42124 -4.90676  0.000
H22 -0.31160 -4.50482 -6.35459  0.000
H23 1.56469 -2.94041 -5.85976  0.000
H24 1.28442 -1.30050 -3.97886  0.000
C20 3.65307 4.24922 -3.51976  0.000
C21 2.24960 4.50078 -4.08106  0.000
C22 2.30181 4.43417 -5.61381  0.000
C23 1.83035 5.91296 -3.65018  0.000
C24 1.24793 3.46490 -3.58616  0.000
C25 -0.11863 3.67380 -3.77892  0.000
C26 -1.08994 2.79175 -3.32697  0.000
C27 -0.65407 1.65123 -2.68543  0.009
O2 -1.35207 0.64229 -2.10832  0.038
B1 -0.41067 -0.25255 -1.59177  0.207
O3 0.87478 0.21881 -1.89474  0.032
C28 0.71220 1.40177 -2.53567  0.009
C29 1.67082 2.29453 -2.96260  0.000
H25 4.32247 5.04986 -3.82845  0.000
H26 4.06469 3.31235 -3.88638  0.000
H27 3.62760 4.22596 -2.43218  0.000
H28 3.00544 5.17025 -5.99787  0.000
H29 1.32198 4.63480 -6.04062  0.000
H30 2.61946 3.44595 -5.93998  0.000
H31 2.59295 6.62905 -3.95055  0.000
H32 1.71718 5.96329 -2.56979  0.000
H33 0.89290 6.21408 -4.10742  0.000
H34 -0.45323 4.56403 -4.28842  0.000
H35 -2.14106 2.99029 -3.46445  0.000
H36 2.70955 2.06686 -2.79434  0.000
C30 -2.00771 -5.79148 -0.81970  0.000
N2 -0.63218 -5.64963 -1.26169  0.003
C31 0.01958 -6.83617 -1.76993  0.001
C32 -0.04549 -4.45349 -1.12910  0.004
C33 1.41190 -4.30906 -1.46179  0.000
O4 -0.73736 -3.49236 -0.76450  0.036
H37 -2.12862 -6.74642 -0.31516  0.000
H38 -2.69850 -5.72134 -1.66064  0.000
H39 -2.24085 -4.98877 -0.12044  0.000
H40 -0.75192 -7.54699 -2.05912  0.000
H41 0.64511 -7.30882 -1.00586  0.000
H42 0.63229 -6.61821 -2.64605  0.000
H43 1.98456 -5.20190 -1.23065  0.000
H44 1.80991 -3.45989 -0.90995  0.000
H45 1.50474 -4.08569 -2.52428  0.000

Cartesian forces (eV/Å) of the 6 atoms listed first:
Cu 0.0 0.5 -0.5
C 0.1 -0.2 0.0
C 0.0 0.0 0.1
C -0.2 -0.1 0.0
C 0.1 0.2 -0.1
C 0.0 -0.1 -0.1

Output
frontier orbital gap (spin up / spin down)	6.99 / 7.15	eV
lowest unoccupied orbital energy (spin up / spin down)	0.191 / 0.109	eV
HOMO level (spin up / spin down)	-6.798 / -7.041	eV
energy above the lowest of the compared OMol25 structures with the same formula, charge and spin	0.557	eV
DFT total energy	-231524.9809	eV
2S+1	2


(2)
# C23H32BN10S3SbSe4Tc

A structure of composition C23H32BN10S3SbSe4Tc in a non-equilibrium geometry (ωB97M-V with the def2-TZVPD basis set, the Open Molecules 2025 dataset).

Each line ends with the Löwdin charge.
Positions of all 75 atoms, in Å:
Tc1 -1.07555 0.03808 -0.15798  0.650
C1 1.73276 0.31429 5.07425  -0.028
C2 2.11889 -0.05849 3.84154  -0.078
C3 1.34109 0.32261 2.64626  -0.366
C4 -0.06707 0.69374 2.90433  -0.243
C5 -0.38398 1.15083 4.19434  0.022
C6 0.50011 1.00687 5.23738  0.064
N1 -1.03133 0.56194 1.93626  -0.157
N2 -2.21730 0.87411 2.39941  0.104
C7 -3.24608 0.66959 1.59660  -0.315
C8 -4.54436 0.94474 2.09060  0.048
C9 -5.62386 0.71779 1.29176  -0.005
C10 -5.39803 0.22097 -0.00472  0.013
C11 -4.11869 -0.01958 -0.43878  -0.140
N3 -3.02350 0.19483 0.32294  -0.099
H1 2.34565 0.10007 5.93857  0.136
H2 3.05925 -0.56773 3.69363  0.104
H3 1.45505 -0.32614 1.78447  0.076
H4 -1.36774 1.55692 4.36175  0.125
H5 0.23161 1.38574 6.21562  0.144
H6 -4.62476 1.32235 3.09970  0.136
H7 -6.62870 0.91434 1.63818  0.133
H8 -6.22605 0.02466 -0.67124  0.132
H9 -3.95358 -0.38482 -1.44301  0.048
C12 4.94550 0.09967 1.83808  0.030
N4 4.41631 0.97251 0.80037  -0.081
C13 5.04240 1.19458 -0.39283  0.018
C14 4.29919 2.11178 -1.06939  -0.002
N5 3.21909 2.44068 -0.30521  0.000
B1 2.26853 3.67122 -0.60831  -0.396
N6 1.30416 3.33962 -1.80278  0.008
C15 1.48331 3.79947 -3.08491  -0.016
C16 0.30149 3.70442 -3.74461  0.006
N7 -0.60761 3.17915 -2.86010  -0.096
C17 -2.03765 3.06344 -3.08553  -0.026
C18 0.02560 2.95577 -1.69127  -0.637
S1 -0.73978 2.38046 -0.24560  0.731
C19 3.29966 1.73438 0.83994  -0.545
S2 2.22041 2.02076 2.18329  1.141
H10 5.74785 -0.49765 1.41588  0.113
H11 4.17050 -0.56867 2.20070  0.069
H12 5.34342 0.68793 2.66437  0.122
H13 5.96810 0.70710 -0.64711  0.148
H14 4.49060 2.58266 -2.01789  0.145
H15 1.61465 3.89756 0.35683  0.042
H16 2.96773 4.57682 -0.93726  0.096
H17 2.42572 4.19899 -3.41568  0.137
H18 0.03828 3.98264 -4.75045  0.144
H19 -2.23985 3.17254 -4.14731  0.095
H20 -2.56611 3.84716 -2.54395  0.113
H21 -2.40116 2.09532 -2.74694  0.011
C20 0.08685 -5.18109 1.61780  -0.022
N8 -0.66311 -4.85147 0.42502  -0.144
C21 -1.10001 -5.91506 -0.48859  -0.068
C22 -1.90702 -5.15631 -1.55516  -0.084
N9 -1.68561 -3.75598 -1.17124  0.031
C23 -1.03047 -3.65949 -0.01343  -0.710
S3 -0.66841 -2.21722 0.84340  0.699
H22 1.00738 -5.70113 1.34923  0.107
H23 -0.50711 -5.83612 2.25588  0.111
H24 0.32968 -4.27843 2.16867  0.051
H25 -1.69651 -6.64884 0.05246  0.138
H26 -0.22649 -6.41768 -0.90587  0.138
H27 -2.96610 -5.40811 -1.51851  0.132
H28 -1.53734 -5.34123 -2.56124  0.127
H29 -2.24104 -3.01027 -1.55179  0.074
N10 1.14196 -0.18750 -0.73089  -0.045
H30 1.58006 -0.98795 -0.28381  0.033
H31 1.67090 0.64713 -0.50530  0.009
H32 1.25095 -0.34356 -1.73259  -0.041
Se1 -0.01306 -1.53535 -3.65047  0.072
Sb1 -1.03678 -0.61819 -6.08003  0.206
Se2 -1.58608 -0.46431 -2.40256  0.142
Se3 -3.23645 0.19080 -5.75300  0.059
Se4 0.77966 -0.33067 -7.56221  0.112

Cartesian forces (eV/Å) of the 6 atoms listed first:
Tc 1.0 -0.4 -1.1
C 0.1 -0.1 0.3
C 0.0 -0.1 0.1
C 0.2 0.3 -0.5
C 0.1 0.2 0.9
C -0.2 0.1 -0.4

Output
frontier orbital gap (spin up / spin down)	4.37 / 4.36	eV
lowest unoccupied orbital energy (spin up / spin down)	-10.675 / -10.675	eV
HOMO level (spin up / spin down)	-15.040 / -15.039	eV
charge	+3
DFT total energy	-342552.5092	eV


(3)
# C2H7NS2

A cluster of 2 separate species, C2H7NS2 in total in a non-equilibrium geometry (ωB97M-V with the def2-TZVPD basis set, the Open Molecules 2025 dataset).

Each line ends with the Löwdin charge.
Positions of all 12 atoms, in Å:
S1 1.36024 -1.60770 -0.26994  0.260
S2 -0.52968 -1.77868 0.59825  0.234
H1 1.29301 -0.27464 -0.39108  -0.246
H2 -0.27874 -1.47186 1.88243  -0.196
C1 -0.71218 2.92714 0.84376  -0.019
C2 -0.61691 1.93079 -0.03699  -0.313
N1 -0.46874 2.05033 -1.42557  0.033
H3 -0.92958 3.94093 0.52425  0.050
H4 -0.52468 2.73117 1.87693  0.035
H5 -0.20596 1.00988 0.36763  0.023
H6 -1.25677 2.45820 -1.91426  0.084
H7 -0.14853 1.22548 -1.89188  0.056

Cartesian forces (eV/Å) of the 6 atoms listed first:
S -0.6 0.1 0.5
S 0.1 -0.2 -0.3
H 0.2 0.1 -0.1
H 0.3 0.0 -0.1
C -0.6 0.2 -0.8
C 2.1 0.2 0.5

Output
frontier orbital gap	8.65	eV
lowest unoccupied orbital energy	0.185	eV
HOMO level	-8.463	eV
energy above the lowest of the compared OMol25 structures with the same formula, charge and spin	1.050	eV
DFT total energy	-25346.9975	eV


(4)
# CH9O4

A cluster of 4 separate species, CH9O4 in total in a non-equilibrium geometry (ωB97M-V with the def2-TZVPD basis set, the Open Molecules 2025 dataset).

Each line ends with the Löwdin charge.
Positions of all 14 atoms, in Å:
C1 -1.00642 1.00792 -0.29946  -0.190
O1 -0.86815 -0.43000 -0.43659  -0.254
H1 -0.42152 1.34774 -1.17620  0.076
H2 -0.51908 1.46948 0.55517  0.058
H3 -2.09312 1.07981 -0.22117  0.056
H4 3.89047 -0.93884 2.74152  0.000
H5 2.86898 -0.13052 1.71605  -0.031
O2 3.55342 -0.10205 2.42579  -0.123
H6 2.10010 -1.05979 0.52068  -0.095
H7 -0.01263 -0.65370 0.10662  -0.012
O3 1.35611 -0.48069 0.71441  -0.419
H8 -2.26880 -0.69925 -2.04506  0.006
H9 -3.39840 0.25310 -2.23133  0.005
O4 -3.18099 -0.66322 -2.37045  -0.078

Cartesian forces (eV/Å) of the 6 atoms listed first:
C 0.7 -2.1 -0.9
O 0.1 0.4 1.1
H -1.1 0.9 0.1
H 0.0 -0.4 0.4
H 0.0 1.2 -0.5
H -0.6 -0.3 -0.5

Output
frontier orbital gap	8.13	eV
lowest unoccupied orbital energy	3.957	eV
HOMO level	-4.170	eV
energy above the lowest of the compared OMol25 structures with the same formula, charge and spin	1.050	eV
charge	-1
DFT total energy	-9373.1345	eV